C22H31CoN4O2SSeSi | the ωB97M-V functional and the def2-TZVPD basis

```
63
Properties=species:S:1:pos:R:3:forces:R:3:nbo_charge:R:1
Co -0.248602 -0.455876 -0.076783 1.44 -0.04 1.44 1.1300
O 3.793798 0.231124 -1.087283 -0.03 -0.59 -0.16 -0.9355
S 2.476898 -0.300576 -1.324283 -0.21 0.70 0.48 2.3011
O 1.540098 0.686124 -1.881583 -0.05 -0.45 -0.41 -1.0101
N 1.705798 -0.794976 0.023217 -0.98 0.53 -1.78 -1.0011
C 2.246098 -0.877576 1.261917 0.97 0.07 1.33 0.1504
C 3.596198 -0.917676 1.579317 -0.58 -0.03 -0.32 -0.2481
C 4.005598 -0.895476 2.912317 -0.09 -0.07 0.56 -0.1657
C 3.108298 -0.886976 3.951517 0.33 -0.04 -0.13 -0.2324
C 1.728598 -0.902476 3.681617 -0.09 0.03 -0.39 -0.0954
C 0.738698 -0.918176 4.684217 -0.26 0.03 -0.20 -0.0956
C -0.584002 -0.894876 4.325117 0.24 0.01 0.15 -0.2704
C -0.918502 -0.822076 2.965917 -0.15 0.05 -0.27 0.0702
N -0.019302 -0.794876 2.004017 -0.61 0.06 -0.76 -0.5124
C 1.292798 -0.870076 2.331817 0.77 -0.01 0.23 0.1852
C 2.507598 -1.686776 -2.442583 0.10 0.30 0.38 -0.2592
C 3.628398 -1.946776 -3.206583 0.21 0.18 -0.01 -0.2079
C 3.584498 -2.982076 -4.128783 0.01 0.05 -0.01 -0.2034
C 2.433598 -3.740876 -4.273683 0.08 -0.01 0.07 -0.1771
C 1.324198 -3.482776 -3.482583 -0.06 0.12 0.08 -0.1896
C 1.363598 -2.450876 -2.560283 -0.28 -0.03 0.06 -0.2072
H 4.320898 -0.929576 0.781417 0.07 0.01 0.07 0.2467
H 5.064098 -0.884876 3.121517 0.11 -0.03 0.06 0.2257
H 3.443698 -0.867676 4.976317 0.06 -0.03 0.12 0.2218
H 1.044498 -0.943976 5.719917 -0.03 -0.03 0.11 0.2280
H -1.372102 -0.920376 5.062517 -0.02 0.00 0.03 0.2361
H -1.956902 -0.777176 2.659617 0.05 -0.01 -0.05 0.2092
H 4.510998 -1.338476 -3.079683 0.11 0.02 -0.03 0.2423
H 4.448298 -3.190276 -4.740883 0.09 -0.01 -0.03 0.2273
H 2.407498 -4.546076 -4.993183 -0.01 -0.03 -0.05 0.2259
H 0.427598 -4.073976 -3.586983 -0.07 -0.05 0.02 0.2286
H 0.512498 -2.221976 -1.932583 -0.10 -0.20 -0.12 0.2257
C -4.299802 1.086324 -0.081883 0.01 -0.82 -0.09 -1.1068
Si -4.154502 -0.788076 -0.482183 0.26 0.12 -0.27 1.4864
C -4.382702 -1.937376 1.021417 0.08 0.50 -0.61 -1.1100
C -5.339702 -1.259076 -1.892383 0.49 0.18 0.61 -1.1116
Se -1.990502 -1.081476 -1.304183 -1.78 -0.11 -0.23 -0.8530
H -5.310102 1.361024 0.203917 -0.23 0.03 0.09 0.2409
H -4.036602 1.658724 -0.969183 0.02 -0.01 -0.13 0.2298
H -3.627202 1.369524 0.725317 0.11 -0.03 0.12 0.2190
H -5.432202 -2.113376 1.231917 -0.25 0.02 0.03 0.2444
H -3.923402 -1.540076 1.920517 0.09 0.12 0.13 0.2225
H -3.917302 -2.894976 0.805717 0.06 -0.12 -0.07 0.2534
H -6.376402 -1.135676 -1.591983 -0.18 0.03 0.10 0.2409
H -5.190702 -2.297376 -2.171583 0.04 -0.19 -0.02 0.2482
H -5.166102 -0.651576 -2.775283 0.08 0.13 -0.09 0.2443
N 0.182398 4.617224 -0.348283 0.03 0.49 -0.04 -0.4929
C -0.166902 3.761324 -1.519683 -0.43 -0.61 -0.49 -0.2534
C -0.935702 2.539424 -1.019683 0.06 0.03 -0.27 -0.2574
N -0.140602 1.797324 -0.057883 0.44 -0.51 -0.22 -0.6946
C 0.197998 2.619424 1.083917 0.14 0.07 0.09 -0.2432
C 0.980698 3.868424 0.661917 0.18 -0.57 0.70 -0.2486
H -0.694802 4.920824 0.094117 0.25 0.11 -0.13 0.4309
H 0.695098 5.451324 -0.655283 -0.21 -0.12 0.11 0.4432
H 0.752998 3.430624 -2.006883 0.05 0.17 0.12 0.2465
H -0.760802 4.341224 -2.225983 0.07 0.12 0.10 0.2384
H -1.140102 1.884124 -1.867983 -0.15 0.07 0.03 0.2760
H -1.886402 2.830524 -0.562483 -0.04 -0.04 -0.07 0.2081
H 0.718398 1.523224 -0.566583 -0.10 0.18 0.15 0.4284
H 0.808098 2.043124 1.780517 -0.01 0.06 0.05 0.2479
H -0.726902 2.905824 1.597517 0.07 0.00 0.07 0.2034
H 1.929898 3.574424 0.209017 -0.09 0.13 -0.11 0.2388
H 1.178398 4.514124 1.519017 -0.04 0.09 -0.15 0.2373
```
Positions in Å, forces in eV/Å.

## Properties
- Largest force on an atom: 2.099 eV Å⁻¹
- ΔE to the lowest compared entry with this formula, charge and spin: 86.3 kJ/mol
- Gap between HOMO and LUMO (alpha / beta): 6.81 / 6.94 eV
- Charge: +1
- Spin multiplicity: 2
- E: -155054.1375 eV

=====

C22H31F2N4O6S3 | the ωB97M-V functional and the def2-TZVPD basis

```
68
Properties=species:S:1:pos:R:3:forces:R:3:nbo_charge:R:1
C 4.228837 -2.988302 1.002234 -0.15 -0.77 0.04 -0.6357
C 3.703406 -4.549590 0.740478 -0.02 0.52 0.23 -0.4201
C 3.458745 -4.853090 -0.868808 1.72 -0.28 0.69 -0.2229
N 1.999550 -4.957192 -1.250974 -0.36 2.03 0.07 -0.6800
C 1.204935 -3.718876 -0.900310 -2.53 3.74 0.79 0.1631
C 0.101966 -3.692184 0.354992 0.23 2.78 -1.65 -0.0466
C -0.210890 -5.020654 1.307142 -0.50 0.85 -0.92 -0.1045
O -0.884445 -6.062396 0.469905 -1.06 0.89 2.09 -0.5571
C -2.278915 -6.260634 0.897693 -1.86 0.02 -0.92 -0.0753
C -3.316881 -5.092883 0.300437 0.03 0.18 -0.07 -0.4445
C -3.264946 -4.966732 -1.337837 -0.34 0.24 -0.38 -0.6449
C -0.758706 -2.323685 0.663903 2.38 -0.23 -2.55 -0.2318
C -0.617832 -0.908872 -0.217939 1.92 -4.07 -0.36 0.1369
C 0.460477 -0.940438 -1.445894 -0.95 -2.57 2.35 -0.1829
C 1.346897 -2.296162 -1.766102 -1.14 -0.59 2.07 -0.0232
C 2.458693 -2.328944 -2.999399 -0.88 -0.65 0.50 -0.6681
S 0.676836 0.584084 -2.542249 -1.04 -0.38 2.43 0.2603
C -0.095592 1.964303 -1.496746 -1.28 1.92 1.74 -0.2110
C 0.315565 3.510226 -1.955136 -2.83 0.15 3.57 -0.2117
C -0.314658 4.794690 -1.111726 -0.64 -4.81 0.54 -0.2225
C -1.310020 4.434735 0.175205 0.79 -1.43 -1.49 0.3144
O -1.857188 5.633921 0.889867 -0.45 -3.62 -1.55 -0.5215
C -3.152245 5.325452 1.514634 -1.10 -0.70 1.54 -0.0747
C -3.959720 6.640981 2.101915 -0.11 -0.08 0.14 -0.6494
C -1.700228 2.870092 0.612107 2.12 0.63 -2.77 -0.3228
C -1.082213 1.577379 -0.251652 0.97 4.89 -0.97 0.1379
N -1.529857 0.213411 0.191475 5.12 1.59 -1.32 -0.3509
N -2.868745 -0.041815 -0.055649 -2.38 -1.79 -1.64 -0.6629
H 4.761220 -2.967090 2.060060 -1.22 0.24 -2.22 0.2156
H 4.996997 -2.666832 0.179616 -1.37 -0.65 1.59 0.2043
H 3.303135 -2.253627 0.946288 1.99 -1.52 0.25 0.2352
H 2.717088 -4.658612 1.360690 1.76 0.06 -1.39 0.2137
H 4.463754 -5.347833 1.196089 -1.52 1.86 -1.14 0.2076
H 4.030281 -5.877101 -1.084105 -1.63 2.05 0.21 0.2047
H 4.064349 -4.031740 -1.464155 -1.31 -1.49 1.08 0.1738
H 1.870479 -5.187008 -2.277021 0.30 0.52 1.73 0.3806
H -0.976439 -4.702743 2.133389 1.67 -0.37 -1.40 0.1932
H 0.747652 -5.486473 1.790568 -1.80 0.96 -1.11 0.2117
H -2.440346 -6.316219 2.055452 0.68 0.13 -1.98 0.1755
H -2.680109 -7.288684 0.442482 1.24 2.15 0.92 0.1927
H -3.054727 -4.040390 0.739157 -0.38 -2.04 -0.68 0.2126
H -4.437714 -5.319068 0.642134 2.53 0.24 -0.63 0.2067
H -4.363234 -5.036974 -1.782267 2.32 0.00 0.92 0.2062
H -2.596905 -5.811883 -1.830319 -1.39 1.83 1.09 0.2216
H -2.861489 -3.902563 -1.680969 -0.64 -2.38 0.83 0.2239
H -1.531544 -2.357426 1.556350 1.77 0.20 -2.05 0.2392
H 2.165709 -1.573953 -3.845336 0.74 -1.34 1.78 0.2390
H 2.375701 -3.418743 -3.460110 0.29 2.32 0.89 0.2134
H 3.577679 -2.186239 -2.607915 -2.65 -0.06 -0.87 0.2390
H 1.016037 3.726205 -2.896074 -1.71 -0.74 2.41 0.2541
H -0.053998 5.890255 -1.455733 -0.66 -2.45 1.11 0.2816
H -3.890118 4.714175 0.802889 1.82 1.35 1.26 0.1834
H -2.945401 4.631859 2.462610 -0.35 1.40 -2.03 0.1696
H -4.489167 6.284206 3.110120 1.19 0.83 -2.21 0.2104
H -4.831087 6.983765 1.364282 2.13 -0.64 1.53 0.2112
H -3.239558 7.553632 2.363441 -1.55 -2.13 -0.72 0.2507
H -2.432362 2.629531 1.523901 1.91 0.70 -2.30 0.2498
H -3.380089 0.817919 -0.352167 0.90 -0.89 0.13 0.3771
H -2.858834 -0.762973 -0.836595 -0.66 1.41 0.85 0.3506
N 2.017752 7.199989 0.263023 0.50 0.08 0.02 -1.1907
S 1.423562 8.599090 0.659345 -2.45 3.87 1.15 2.4616
O 1.909261 9.766464 -0.068540 0.06 -1.81 0.77 -0.9265
O 1.077757 8.816768 2.059034 1.01 -0.78 -1.54 -0.9220
F -0.040400 8.454803 0.023893 0.31 -0.81 -0.28 -0.5161
S 3.521057 7.066567 0.702175 3.93 -1.83 0.99 2.4684
O 4.218211 5.939697 0.082923 -1.93 1.19 0.47 -0.9382
O 3.850786 7.272404 2.107317 -1.19 0.00 -1.62 -0.9267
F 4.242228 8.300020 -0.007484 -0.30 0.06 -0.03 -0.5061
```
Positions in Å, forces in eV/Å.

## Properties
- Largest force on an atom: 5.522 eV Å⁻¹
- Gap between HOMO and LUMO: 7.14 eV
- Charge: -1
- E: -79481.7225 eV

=====

C22H31N3O2 | the ωB97M-V functional and the def2-TZVPD basis

```
58
Properties=species:S:1:pos:R:3:forces:R:3:nbo_charge:R:1
C -8.592860 -0.131474 0.969673 -0.05 0.14 -0.14 -0.5917
C -7.907057 0.714673 -0.105623 -0.05 -0.15 0.17 -0.4176
C -6.440737 0.401744 -0.158618 0.01 0.05 -0.16 0.0035
C -5.537767 1.083737 0.650735 -0.02 -0.04 -0.07 -0.2061
C -4.196647 0.766255 0.638733 0.07 -0.14 -0.05 -0.1865
C -3.712375 -0.254882 -0.182701 -0.65 0.22 0.07 -0.0280
C -2.288379 -0.571448 -0.181236 0.72 -0.25 -0.06 0.2273
N -1.487169 0.309455 0.285463 -1.06 0.20 -0.02 -0.2465
N -0.150961 0.089092 0.302403 0.44 -0.12 0.00 -0.2742
C 0.663863 1.264760 0.554895 0.20 0.01 0.02 -0.2133
C 1.364139 1.762771 -0.720666 0.19 0.22 0.08 -0.5062
C 2.834982 2.090364 -0.458057 -0.65 -0.07 -0.27 0.6860
O 3.281785 3.216511 -0.545780 0.12 0.40 -0.02 -0.6345
N 3.555652 1.009678 -0.121912 0.38 -0.48 0.14 -0.6580
C 4.957719 1.073764 0.219521 0.47 0.30 0.16 -0.0616
C 5.849118 0.492904 -0.889667 -0.22 0.04 -0.07 -0.4059
C 5.347406 -0.784545 -1.566357 0.08 0.03 0.06 -0.4029
C 4.919753 -1.936054 -0.644163 0.19 -0.02 -0.05 -0.4167
C 5.574148 -1.954740 0.737057 -0.29 -0.13 0.02 -0.4019
C 4.873618 -1.031758 1.734202 0.32 0.11 0.05 -0.4086
C 5.228260 0.446877 1.592788 -0.23 -0.03 -0.11 -0.3939
C 0.434693 -1.126096 0.173768 -0.29 -0.32 0.06 0.6786
O 1.647356 -1.260023 0.214600 0.19 -0.08 -0.04 -0.6499
C -0.531374 -2.283370 0.052531 0.02 0.02 -0.12 -0.4783
C -1.778821 -1.881297 -0.728779 0.17 0.09 0.17 -0.4729
C -4.616689 -0.936271 -0.997393 0.28 0.06 0.14 -0.1987
C -5.957959 -0.607545 -0.982544 -0.13 0.10 0.04 -0.2221
H -9.655557 0.095055 1.010747 -0.12 -0.03 0.06 0.2094
H -8.156178 0.070038 1.945226 0.02 -0.02 0.11 0.2061
H -8.471189 -1.190429 0.752838 0.00 -0.11 0.02 0.2052
H -8.366611 0.506909 -1.073883 0.01 0.09 -0.01 0.2087
H -8.051898 1.772243 0.123120 -0.01 0.01 -0.09 0.2096
H -5.895187 1.873979 1.295392 -0.04 0.09 0.07 0.2107
H -3.497403 1.296791 1.265030 0.04 0.06 0.08 0.2313
H 1.406817 1.001937 1.313741 -0.11 0.05 -0.07 0.2184
H -0.004694 2.025459 0.956362 0.06 -0.13 -0.01 0.2330
H 1.323667 0.984531 -1.485244 -0.03 -0.01 0.02 0.2232
H 0.873797 2.653720 -1.110424 0.09 -0.04 -0.01 0.2362
H 3.101239 0.106287 -0.068434 -0.21 0.13 -0.02 0.4343
H 5.188737 2.144241 0.298408 -0.05 -0.24 -0.01 0.2367
H 6.841424 0.325402 -0.468992 0.08 0.04 -0.01 0.1985
H 5.954323 1.248383 -1.672024 0.08 0.03 0.03 0.2161
H 4.506592 -0.530415 -2.215241 0.04 0.00 -0.09 0.2029
H 6.155951 -1.129517 -2.216396 -0.06 0.01 -0.06 0.2039
H 5.150384 -2.874471 -1.154798 -0.10 -0.01 -0.01 0.2054
H 3.838876 -1.916992 -0.499862 -0.03 -0.09 -0.02 0.2144
H 5.509170 -2.974616 1.124990 0.09 0.00 0.00 0.2070
H 6.633250 -1.702606 0.665629 0.14 -0.05 0.04 0.1924
H 5.146637 -1.336001 2.748525 -0.09 0.00 0.02 0.2059
H 3.795221 -1.169510 1.636333 -0.08 -0.04 0.07 0.2070
H 6.289180 0.583213 1.815119 0.04 0.03 0.02 0.1996
H 4.663634 1.010051 2.340885 0.05 0.06 0.02 0.2074
H -0.807988 -2.574921 1.071923 0.03 0.01 -0.03 0.2330
H -0.016685 -3.127035 -0.408026 0.03 0.11 0.08 0.2423
H -1.532908 -1.745333 -1.788197 -0.05 -0.05 0.00 0.2298
H -2.533427 -2.663335 -0.651353 0.00 0.08 -0.08 0.2341
H -4.273992 -1.712018 -1.665527 0.05 -0.10 -0.04 0.2078
H -6.643293 -1.141532 -1.625470 -0.08 -0.04 -0.08 0.2107
```
Positions in Å, forces in eV/Å.

## Properties
- Largest force on an atom: 1.081 eV Å⁻¹
- ΔE to the lowest compared entry with this formula, charge and spin: 73.2 kJ/mol
- Gap between HOMO and LUMO: 8.73 eV
- E: -31883.5975 eV
- SMILES: CCc1ccc(C2=NN(CCC(=O)NC3CCCCCC3)C(=O)CC2)cc1

=====

Which of these has the highest largest force on an atom? C22H31F2N4O6S3